{
  "formula": "C23H27N3SbSe4V",
  "method": "ωB97M-V/def2-TZVPD",
  "orbital_gap_ev": [6.251, 6.249],
  "homo_energy_ev": [-7.02, -7.02],
  "lumo_ev": [-0.8, -0.8],
  "e_above_lowest_ev": 0.1202,
  "e_tot_ha": -11846.9530,
  "spin_multiplicity": 1,
  "elements": ["Sb", "Se", "Se", "Se", "Se", "V", "N", "N", "N", "C", "C", "C", "C", "C", "C", "C", "C", "C", "C", "C", "C", "C", "C", "C", "C", "C", "C", "C", "C", "C", "C", "C", "H", "H", "H", "H", "H", "H", "H", "H", "H", "H", "H", "H", "H", "H", "H", "H", "H", "H", "H", "H", "H", "H", "H", "H", "H", "H", "H"],
  "xyz": [[3.5773, -3.1102, 2.6501], [1.5014, -4.5531, 2.0865], [3.1073, -2.2696, 4.7961], [1.8279, -3.8364, -0.1284], [2.1043, -1.5875, 0.5492], [0.1385, -0.2141, 0.1747], [-0.0710, -0.4441, -1.7436], [-1.0893, -1.1699, -2.2249], [-1.0859, -1.7779, -0.0091], [2.7834, 1.2110, -3.4254], [-2.7369, -2.7527, -1.5005], [-0.2429, 2.0653, 0.0772], [-1.6342, -1.8843, -1.2559], [2.3753, 1.2288, -4.7511], [-0.0479, -0.4370, 3.6267], [1.9678, 0.6554, -2.4524], [-1.4925, -2.6613, 0.9500], [-1.4089, 1.3658, 0.5398], [-3.1542, -3.5782, -0.5097], [0.3363, 0.0999, -4.1220], [1.1510, 0.6662, -5.0890], [1.0305, 1.1002, 1.9192], [-2.6579, 0.1436, 2.3559], [-2.6834, 1.4160, -0.2673], [-0.1512, 0.4487, 2.4141], [-0.3642, 2.9778, -1.1188], [0.9528, 1.9615, 0.7962], [-1.3713, 0.6719, 1.7761], [0.7343, 0.1055, -2.7854], [2.3127, 1.0105, 2.7124], [-2.4901, -3.5587, 0.7474], [2.1870, 2.7058, 0.3588], [-1.3914, 3.3146, -1.2392], [-3.9754, -4.2630, -0.6772], [-2.9535, -0.8049, 1.9028], [0.8681, -1.0246, 3.6056], [-0.6106, -0.3461, -4.3838], [2.8554, 1.9523, 2.6738], [-0.0399, 0.1535, 4.5479], [3.7447, 1.6234, -3.1450], [-2.4645, 1.3766, -1.3334], [2.1229, 3.0361, -0.6725], [-3.1857, -2.7453, -2.4836], [-3.2556, 2.3272, -0.0692], [-3.3198, 0.5634, -0.0430], [-2.5746, -0.0057, 3.4283], [2.9816, 0.2258, 2.3506], [2.3078, 0.6171, -1.4256], [2.3311, 3.5842, 0.9933], [0.8258, 0.6631, -6.1216], [-3.4609, 0.8583, 2.1816], [3.0767, 2.0843, 0.4542], [-0.9528, -2.6077, 1.8870], [3.0077, 1.6647, -5.5131], [2.1106, 0.7856, 3.7566], [0.2522, 3.8659, -0.9988], [-2.7641, -4.2446, 1.5361], [-0.0636, 2.4815, -2.0424], [-0.8780, -1.1344, 3.6838]],
  "forces_ev_per_a": [[-0.08, 0.00, 0.01], [-0.01, -0.12, 0.02], [0.06, -0.01, 0.04], [-0.02, 0.07, 0.02], [0.47, -0.30, 0.05], [0.47, 0.20, -0.20], [-0.16, 0.12, 0.13], [0.07, -0.03, -0.07], [-0.11, 0.32, 0.15], [-0.01, 0.01, 0.00], [0.08, -0.05, 0.00], [-0.19, 0.02, -0.08], [-0.21, 0.05, 0.02], [-0.03, -0.02, 0.01], [0.00, 0.06, 0.01], [0.07, 0.02, 0.07], [0.08, 0.04, -0.03], [0.07, -0.24, -0.18], [-0.03, -0.04, 0.03], [-0.08, 0.05, 0.02], [0.02, 0.01, 0.00], [-0.20, -0.24, -0.27], [-0.01, 0.03, -0.03], [0.03, 0.01, 0.01], [0.13, -0.03, -0.01], [-0.04, 0.02, 0.04], [-0.08, -0.03, 0.15], [-0.27, 0.14, 0.03], [-0.05, -0.01, 0.10], [-0.03, -0.04, 0.00], [-0.03, -0.02, -0.02], [0.03, -0.05, -0.01], [0.02, -0.01, 0.00], [0.00, 0.00, 0.01], [0.00, 0.00, 0.00], [0.00, 0.00, 0.01], [0.00, -0.01, 0.00], [0.00, 0.02, 0.01], [0.00, -0.01, 0.00], [0.00, 0.00, 0.00], [0.00, 0.00, 0.01], [-0.01, -0.01, -0.02], [0.01, 0.00, 0.00], [0.00, 0.00, 0.01], [0.00, -0.01, 0.00], [0.00, 0.00, 0.01], [-0.01, 0.05, 0.00], [0.01, 0.02, 0.00], [0.01, 0.01, -0.01], [0.00, 0.00, 0.00], [0.00, 0.00, 0.00], [-0.01, 0.00, 0.00], [0.00, 0.01, 0.00], [0.00, 0.00, 0.00], [0.01, -0.01, -0.02], [0.01, 0.00, 0.01], [0.00, 0.00, 0.00], [0.01, -0.01, -0.02], [-0.01, -0.02, 0.01]],
  "nbo_charge": [0.842, -0.317, -0.682, 0.010, -0.263, 0.839, -0.375, -0.338, -0.558, -0.194, -0.221, 0.049, 0.291, -0.226, -0.657, -0.255, 0.029, -0.145, -0.184, -0.243, -0.198, -0.053, -0.645, -0.636, -0.046, -0.658, -0.036, 0.027, 0.190, -0.643, -0.278, -0.645, 0.229, 0.218, 0.247, 0.261, 0.245, 0.227, 0.232, 0.213, 0.236, 0.236, 0.230, 0.226, 0.231, 0.231, 0.234, 0.219, 0.236, 0.214, 0.230, 0.234, 0.212, 0.214, 0.246, 0.225, 0.225, 0.243, 0.224]
}

{
  "formula": "C23H27N4O2PtS",
  "method": "ωB97M-V/def2-TZVPD",
  "orbital_gap_ev": [6.292, 6.617],
  "homo_energy_ev": [-3.52, -3.90],
  "lumo_ev": [2.8, 2.7],
  "e_above_lowest_ev": 0.0000,
  "s_squared": 2.0479,
  "charge": -1,
  "e_tot_ha": -1779.6156,
  "spin_multiplicity": 3,
  "elements": ["Pt", "S", "O", "O", "N", "N", "N", "N", "C", "C", "C", "C", "C", "C", "C", "C", "C", "C", "C", "C", "C", "C", "C", "C", "C", "C", "C", "C", "C", "C", "C", "H", "H", "H", "H", "H", "H", "H", "H", "H", "H", "H", "H", "H", "H", "H", "H", "H", "H", "H", "H", "H", "H", "H", "H", "H", "H", "H"],
  "xyz": [[-0.7973, 2.3512, 0.4839], [-2.9882, 1.9505, -0.3027], [-1.7600, -0.5126, 0.8331], [1.7537, -3.2138, -3.1568], [-0.1745, 0.7877, -1.9116], [-3.0247, -0.4005, 1.0549], [0.6578, -3.4577, -1.1970], [0.7107, 3.0505, 1.2161], [1.3331, -4.7326, -0.9880], [4.2070, 3.9803, 0.7131], [-0.4637, -1.2798, -3.7375], [-0.9021, 0.9452, -3.0106], [0.3782, -0.3967, -1.6926], [0.2553, -1.4725, -2.5677], [-1.7514, -3.7429, -0.7111], [1.0761, 4.4731, 3.6054], [1.9239, 3.5736, 1.4135], [-5.1129, 0.7030, 0.8449], [2.9693, 3.4129, 0.4615], [-1.0686, -0.0558, -3.9577], [0.9539, -2.7788, -2.3359], [-5.7540, -0.2961, 1.5363], [-0.4314, -3.1219, -0.2799], [2.1822, 4.3113, 2.6060], [4.4532, 4.6991, 1.8784], [-3.7311, 0.6828, 0.5899], [3.4360, 4.8569, 2.8151], [2.6668, -4.5564, -0.2784], [-3.6515, -1.3772, 1.7673], [2.7032, 2.6333, -0.7882], [-4.9966, -1.3628, 2.0184], [2.4042, 1.6106, -0.5481], [-0.5544, -2.0491, -0.1836], [-1.6731, -4.8293, -0.8055], [3.6218, 5.4181, 3.7252], [1.4836, -5.2088, -1.9566], [4.9970, 3.8537, -0.0201], [5.4305, 5.1325, 2.0545], [2.5306, -4.0641, 0.6864], [0.6659, -5.3668, -0.4011], [-1.6527, 0.1319, -4.8494], [-6.8197, -0.2404, 1.7150], [-0.5389, -2.0877, -4.4556], [3.5863, 2.6067, -1.4279], [-2.5335, -3.5155, 0.0146], [1.3976, 5.0946, 4.4428], [-0.1374, -3.4755, 0.7110], [3.1476, -5.5214, -0.1045], [-1.3805, 1.9113, -3.1255], [1.8587, 3.0433, -1.3452], [3.3329, -3.9445, -0.8860], [-2.9614, -2.1409, 2.0929], [-5.6524, 1.5634, 0.4747], [-5.4345, -2.1718, 2.5863], [0.7530, 3.5017, 3.9866], [0.9438, -0.4823, -0.7686], [-2.0597, -3.3375, -1.6763], [0.1924, 4.9146, 3.1417]],
  "forces_ev_per_a": [[-0.31, -0.10, 0.28], [0.07, 0.12, -0.09], [-0.04, -0.06, 0.03], [0.01, 0.05, -0.09], [0.10, -0.07, -0.22], [0.01, 0.06, -0.04], [0.07, -0.02, -0.02], [0.19, 0.10, -0.16], [-0.03, -0.02, -0.03], [-0.03, 0.00, 0.02], [0.02, -0.09, -0.02], [0.01, -0.08, 0.04], [-0.05, 0.07, 0.01], [0.09, 0.07, 0.06], [-0.01, -0.05, 0.03], [-0.01, -0.04, 0.02], [-0.02, 0.06, 0.21], [0.06, 0.01, -0.02], [0.00, 0.01, -0.04], [-0.03, 0.09, -0.03], [-0.12, -0.08, 0.16], [0.00, 0.00, 0.01], [0.03, 0.04, -0.03], [0.01, 0.01, -0.01], [0.05, 0.01, -0.01], [-0.09, -0.05, 0.09], [-0.03, -0.03, -0.04], [0.04, 0.00, 0.03], [0.23, 0.13, -0.11], [-0.06, -0.08, -0.02], [-0.05, -0.04, 0.03], [0.02, -0.01, 0.00], [-0.02, 0.00, -0.02], [0.00, 0.01, 0.00], [0.00, 0.00, 0.00], [0.02, 0.01, 0.01], [0.01, 0.01, 0.00], [-0.01, 0.00, 0.00], [0.00, 0.00, -0.01], [0.00, 0.01, 0.01], [-0.01, -0.03, 0.01], [0.00, -0.02, 0.01], [-0.01, 0.02, -0.01], [0.01, 0.00, -0.01], [0.00, 0.02, -0.01], [-0.01, 0.00, 0.00], [-0.01, -0.03, 0.00], [-0.01, 0.00, -0.01], [0.01, 0.01, -0.02], [0.01, 0.04, 0.01], [-0.01, 0.00, -0.01], [-0.08, -0.05, 0.05], [-0.01, -0.01, 0.00], [-0.01, 0.01, 0.00], [0.01, 0.01, 0.00], [0.02, -0.05, -0.03], [0.00, 0.02, 0.00], [0.01, 0.02, -0.01]],
  "nbo_charge": [0.340, -0.281, -0.600, -0.648, -0.403, 0.049, -0.436, -0.608, -0.213, -0.226, -0.144, 0.057, 0.065, -0.182, -0.617, -0.631, 0.155, -0.231, -0.030, -0.271, 0.675, -0.225, -0.236, -0.039, -0.248, 0.012, -0.227, -0.613, -0.017, -0.636, -0.280, 0.224, 0.274, 0.191, 0.191, 0.220, 0.193, 0.194, 0.204, 0.186, 0.210, 0.207, 0.216, 0.194, 0.216, 0.192, 0.191, 0.200, 0.201, 0.237, 0.222, 0.216, 0.225, 0.213, 0.224, 0.206, 0.211, 0.231]
}

{
  "formula": "C23H28AuCl4N5OSSi",
  "method": "ωB97M-V/def2-TZVPD",
  "orbital_gap_ev": 8.115,
  "homo_energy_ev": -8.25,
  "lumo_ev": -0.1,
  "e_tot_ha": -3906.5500,
  "spin_multiplicity": 1,
  "elements": ["Au", "Cl", "Cl", "Cl", "Cl", "S", "Si", "O", "N", "N", "N", "N", "N", "C", "C", "C", "C", "C", "C", "C", "C", "C", "C", "C", "C", "C", "C", "C", "C", "C", "C", "C", "C", "C", "C", "C", "H", "H", "H", "H", "H", "H", "H", "H", "H", "H", "H", "H", "H", "H", "H", "H", "H", "H", "H", "H", "H", "H", "H", "H", "H", "H", "H", "H"],
  "xyz": [[1.3275, 0.3080, 2.7769], [-5.6324, -1.2416, 3.4700], [1.4087, 0.2033, 6.1331], [-1.0311, -1.6823, 4.7389], [-1.3456, 1.5409, 5.0630], [5.5191, 3.9106, 2.3421], [0.0500, 0.0868, 4.6266], [-1.5788, 0.1312, -3.1738], [0.5007, -0.3315, -1.2410], [3.0262, 3.0783, 2.4245], [0.0404, 0.9942, -1.1813], [4.1164, 2.6325, 0.3814], [1.1961, 0.4398, 0.6619], [4.3130, 4.3603, 6.1489], [-0.1408, -2.9690, -4.7357], [3.3148, 3.5921, 3.6767], [-4.2458, -2.6277, 0.0347], [-4.7382, -1.5024, 2.0802], [-1.9186, -2.4332, -0.9654], [2.4918, 3.4648, 4.8406], [4.0749, 3.1334, 1.6554], [0.4803, 1.4224, -0.0350], [3.0006, 3.8405, 6.0701], [-0.1931, -0.5840, -5.5264], [4.6216, 4.1227, 3.8095], [0.4487, -1.0536, -2.5765], [-2.6533, -1.0120, 0.9144], [1.2279, -0.5896, -0.2023], [-5.1526, -2.3805, 1.0717], [-0.9780, -1.1807, -3.1350], [-3.5273, -0.7773, 1.9955], [5.1772, 4.4450, 5.0399], [-2.9785, -2.0148, -0.0221], [-2.2392, -1.8427, -5.3519], [-1.9948, -2.1186, -2.4630], [-0.8807, -1.6509, -4.6302], [-2.0934, -2.0334, -6.4202], [-1.6960, -0.4741, 0.9183], [2.4841, 3.6554, 6.9784], [-3.2500, -0.0740, 2.7988], [3.4634, 1.8789, 0.1432], [-1.4692, 0.5830, -2.2935], [-2.0796, -3.0110, -3.0965], [-0.6717, 0.4031, -5.4269], [0.9628, -2.0156, -2.4401], [0.9504, -2.7872, -4.6105], [5.0772, 2.3567, 0.0858], [1.4527, 3.1933, 4.6611], [-4.4334, -3.3119, -0.8128], [6.2373, 4.7200, 5.2021], [0.2738, 2.4086, 0.3713], [-0.3432, -0.9100, -6.5718], [-1.7540, -3.4955, -0.8793], [-2.9891, -1.6433, -2.5772], [4.7186, 4.6813, 7.1288], [-6.1960, -2.7164, 1.0983], [0.8949, -0.4861, -5.2850], [-2.7821, -0.9073, -5.3226], [-0.9669, -1.9740, -0.5911], [1.6958, -1.5270, -0.0116], [-0.4805, -3.6790, -3.9583], [-0.2907, -3.5196, -5.6675], [1.0300, -0.4154, -3.2966], [-2.8524, -2.6137, -4.8406]],
  "forces_ev_per_a": [[-1.02, 0.30, -0.17], [-1.33, 0.11, 1.30], [0.28, -0.18, 1.35], [0.05, 0.05, 0.13], [-0.20, 0.18, -0.08], [-0.67, -0.25, -0.56], [0.37, -0.27, -0.08], [0.50, 0.17, 0.76], [-0.76, 1.46, -2.96], [0.51, -0.12, -0.66], [0.39, -1.12, -0.01], [1.35, -0.90, -1.03], [0.51, 0.57, -2.23], [0.75, 0.00, 0.29], [1.04, -0.58, 0.75], [0.22, 0.29, 1.39], [0.51, -0.08, -0.59], [1.86, 0.48, -1.33], [2.37, 0.08, -0.34], [0.29, 0.65, -1.51], [-0.56, -0.05, 0.81], [0.49, -1.37, 1.02], [1.37, 0.30, -1.01], [0.50, -0.04, 0.24], [0.12, -0.84, 0.35], [0.28, 0.80, 0.47], [-0.98, -0.44, 0.99], [0.00, 0.79, 2.06], [0.25, 0.75, -0.13], [-1.33, 0.56, -0.61], [0.12, -0.46, -0.60], [-0.76, 0.36, 1.19], [-0.58, 1.00, 0.99], [-0.50, 0.09, 1.20], [-1.47, 0.06, 0.02], [-0.11, 0.65, -1.59], [0.10, -0.47, 0.37], [-0.34, -0.34, -0.22], [-0.68, 0.13, 0.52], [-0.25, -0.45, -0.51], [0.10, 0.65, 0.54], [-0.05, -0.57, -1.23], [0.16, -0.06, 0.77], [0.18, -0.42, 0.12], [-0.26, 0.30, 0.05], [-0.54, -0.41, -0.08], [-1.22, 0.51, 0.28], [0.25, -0.41, 0.37], [-0.38, 0.23, 0.75], [-0.86, -0.05, -0.37], [0.11, -0.29, -0.11], [0.54, 0.21, 0.42], [-0.01, -0.53, 0.25], [0.59, 0.05, -0.40], [-0.37, -0.42, -0.64], [0.66, -0.33, -0.09], [-0.76, -0.02, -0.50], [-0.34, 0.25, 0.20], [-0.86, -0.59, -0.11], [0.26, -0.43, 0.06], [0.34, 0.29, -0.20], [0.00, 0.47, -0.15], [-0.50, -0.66, 0.86], [0.23, 0.33, -0.77]],
  "nbo_charge": [0.304, 0.044, -0.404, -0.395, -0.397, 0.324, 0.825, -0.751, -0.183, -0.517, -0.303, -0.808, -0.620, -0.211, -0.626, 0.126, -0.194, -0.082, -0.426, -0.203, 0.280, 0.188, -0.212, -0.614, -0.240, -0.240, -0.145, 0.230, -0.227, 0.256, -0.226, -0.219, -0.050, -0.612, -0.435, -0.045, 0.214, 0.197, 0.224, 0.239, 0.399, 0.499, 0.210, 0.240, 0.231, 0.200, 0.388, 0.234, 0.212, 0.226, 0.245, 0.214, 0.221, 0.243, 0.213, 0.233, 0.190, 0.226, 0.193, 0.232, 0.209, 0.228, 0.244, 0.207]
}